{"formula": "C5H4N2S", "method": "ωB97M-V with the def2-TZVPD basis set", "multiplicity": 1, "total_energy_ev": -19062.4658, "charge": 0, "gap_ev": 7.7, "e_homo_ha": -0.33556, "relative_energy_kcal_mol": 52.20, "smiles": "S=Cc1cncnc1", "symbols": ["S", "C", "C", "C", "N", "C", "N", "C", "H", "H", "H", "H"], "coordinates": [[3.43428, -0.35046, -0.02190], [1.90666, 0.43705, -0.07102], [0.51317, 0.10350, 0.23840], [0.02436, -1.15478, 0.09055], [-1.29235, -1.54211, 0.11349], [-2.05217, -0.45993, -0.14437], [-1.71174, 0.83457, -0.10509], [-0.49467, 1.11007, 0.13618], [1.92886, 1.47253, -0.56756], [0.92139, -1.89727, -0.00674], [-3.16815, -0.60364, -0.40118], [-0.00965, 2.05047, 0.73923]], "atomic_forces_ev_per_a": [[-3.56, 1.16, 0.17], [2.68, 0.79, -0.78], [-0.37, 0.44, -1.87], [1.66, -3.27, 0.67], [1.06, 2.21, -1.27], [-2.13, -1.30, -0.23], [-1.49, 0.33, 0.00], [4.45, 1.64, 3.83], [0.21, -1.36, 0.94], [-2.26, 0.50, 0.33], [1.96, -0.16, 0.59], [-2.19, -0.99, -2.38]], "nbo_charge": [0.0181, -0.2267, -0.2838, 0.1175, -0.4195, 0.2721, -0.4630, 0.1626, 0.2027, 0.2223, 0.1970, 0.2008]}

***

{"formula": "C5H4N2S", "method": "ωB97M-V with the def2-TZVPD basis set", "multiplicity": 1, "total_energy_ev": -19061.2121, "charge": 0, "gap_ev": [7.1, 7.3], "e_homo_ha": [-0.28321, -0.29444], "relative_energy_kcal_mol": 81.11, "symbols": ["C", "C", "C", "C", "C", "N", "N", "S", "H", "H", "H", "H"], "coordinates": [[1.50714, -0.68885, 0.05435], [2.29257, 0.41465, 0.26571], [-0.01304, 1.04965, -0.07268], [0.10826, -0.38394, -0.08202], [-1.08024, -1.11377, -0.33550], [-3.18149, 0.09221, 0.41583], [-4.17412, 0.34275, -0.04011], [1.45461, 1.92741, -0.02305], [1.80870, -1.75464, 0.09138], [3.36816, 0.61828, 0.43078], [-1.00579, 1.61640, -0.08271], [-1.08474, -2.12016, -0.62198]], "atomic_forces_ev_per_a": [[0.85, -0.61, 0.91], [0.88, 0.33, -0.85], [-1.92, 0.40, -0.23], [-0.53, 2.04, -0.50], [0.84, 1.85, 0.20], [-4.36, 1.54, -0.91], [3.58, -1.03, 1.38], [-1.10, -1.71, 0.71], [0.20, 0.99, 0.05], [-0.74, -1.03, -0.17], [1.64, -1.05, -0.21], [0.65, -1.73, -0.37]], "nbo_charge": [-0.2162, -0.4076, -0.2935, -0.2998, -0.0751, 0.0031, -0.0363, 0.4649, 0.2369, 0.2417, 0.2555, 0.1262]}

***

{"formula": "C5H4N3O4P", "method": "ωB97M-V with the def2-TZVPD basis set", "multiplicity": 1, "total_energy_ev": -27198.3778, "charge": -2, "gap_ev": [5.8, 5.8], "e_homo_ha": [0.00983, 0.00992], "symbols": ["C", "C", "C", "C", "C", "N", "N", "N", "O", "O", "O", "O", "P", "H", "H", "H", "H"], "coordinates": [[-1.55089, -1.22161, -0.55684], [-1.29160, -0.56876, -1.77236], [-0.72049, 0.06307, 1.31889], [-0.24253, 1.68045, -1.63286], [0.27629, 0.29856, 2.30320], [-0.99509, -0.87926, 0.56735], [-0.66288, 0.58949, -1.78726], [1.37200, 0.96481, 1.86711], [2.15962, 1.37112, -0.66311], [1.88589, 2.04689, -3.12336], [0.07148, 0.06963, 3.51756], [1.52312, 3.77536, -1.26030], [1.57037, 2.34017, -1.68081], [-2.09889, -2.16063, -0.56956], [-1.50624, -1.03378, -2.72454], [1.57013, 1.17368, 0.86579], [1.94533, 1.41732, 2.56130]], "atomic_forces_ev_per_a": [[0.44, -0.32, -0.17], [-0.67, -1.22, -0.29], [-1.34, 0.76, 0.27], [-0.01, -1.38, -0.50], [1.18, 0.39, 0.72], [0.14, -0.59, -0.14], [-0.11, 2.12, 0.35], [-0.05, -0.14, 0.14], [-0.32, 0.11, -0.25], [-0.34, -0.08, 0.07], [-0.09, -0.22, -0.21], [-0.28, 0.10, 0.06], [1.59, 0.55, 0.00], [-0.11, 0.13, 0.00], [0.02, -0.03, 0.03], [0.12, -0.04, -0.11], [-0.17, -0.12, 0.04]], "nbo_charge": [-0.0015, -0.3101, 0.0643, 0.1115, 0.5264, -0.4197, -0.3243, -0.8369, -1.2060, -1.1900, -0.7444, -1.2028, 2.3602, 0.1651, 0.1819, 0.4610, 0.3655]}

***

{"formula": "C5H4N4", "method": "ωB97M-V with the def2-TZVPD basis set", "multiplicity": 1, "total_energy_ev": -11204.8783, "charge": 0, "gap_ev": [7.4, 7.3], "e_homo_ha": [-0.30363, -0.30356], "relative_energy_kcal_mol": 129.65, "symbols": ["C", "C", "C", "C", "C", "N", "N", "N", "N", "H", "H", "H", "H"], "coordinates": [[2.14353, 1.71534, -0.01807], [0.79458, -2.04663, -0.13983], [0.86346, 1.45647, 0.03689], [-1.41095, 0.76026, 0.22728], [-0.24618, -1.28935, -0.61572], [3.25635, 1.76464, -0.26122], [1.59618, -2.70457, 0.37202], [-0.27732, 1.61092, 0.38302], [-1.05734, -0.66429, 0.24896], [-2.09529, 0.96104, 0.97216], [-1.87924, 0.75678, -0.69781], [-0.65385, -1.25505, -1.70275], [-1.03392, -1.06557, 1.19508]], "atomic_forces_ev_per_a": [[0.02, 0.42, -0.10], [0.47, -0.83, 0.12], [-2.47, -1.56, 0.12], [1.72, -2.78, -0.64], [-1.38, 1.19, -3.34], [3.05, 0.33, -0.37], [0.29, -0.11, 0.02], [-0.24, 1.44, 0.14], [-1.04, -0.26, 3.31], [-1.40, 0.31, 1.58], [-0.80, 1.59, -2.07], [1.52, -0.22, 1.76], [0.26, 0.49, -0.52]], "nbo_charge": [0.0892, 0.1734, 0.2650, -0.0714, -0.1211, -0.1958, -0.2868, -0.3387, -0.5513, 0.2117, 0.2124, 0.2224, 0.3909]}

***

{"formula": "C5H4NO", "method": "ωB97M-V with the def2-TZVPD basis set", "multiplicity": 1, "total_energy_ev": -8766.6874, "charge": 1, "gap_ev": [7.0, 7.9], "e_homo_ha": [-0.56406, -0.54905], "relative_energy_kcal_mol": 244.83, "symbols": ["C", "C", "C", "C", "C", "N", "O", "H", "H", "H", "H"], "coordinates": [[-3.99541, -0.47863, -0.10529], [-2.89373, -0.13027, -0.34818], [-0.29038, 0.59902, -0.09065], [1.01893, 0.22274, -0.17098], [2.15233, -0.59714, -0.11378], [0.59623, 1.37319, 0.52804], [0.88165, 2.37118, 1.04621], [-4.79892, -1.02516, -0.45137], [2.18049, -0.99095, 0.83462], [3.03858, 0.04762, -0.33047], [2.11022, -1.39159, -0.79815]], "atomic_forces_ev_per_a": [[-2.43, -0.85, 0.40], [5.47, 1.93, -0.34], [-1.41, -1.37, -0.86], [-2.38, 0.39, 1.28], [2.09, 1.69, -2.34], [0.04, 0.82, -1.09], [0.50, 0.81, 1.15], [-1.78, -0.75, 0.01], [0.34, -0.89, 2.56], [-0.34, -0.70, 0.33], [-0.11, -1.09, -1.11]], "nbo_charge": [-0.2777, 0.1114, 0.3589, 0.2964, -0.7152, 0.2018, -0.1340, 0.2577, 0.3017, 0.2991, 0.3000]}

***

{"formula": "C5H4O", "method": "ωB97M-V with the def2-TZVPD basis set", "multiplicity": 1, "total_energy_ev": -7291.8566, "charge": 0, "gap_ev": 9.9, "e_homo_ha": -0.38010, "relative_energy_kcal_mol": 88.83, "smiles": "C#CC(=O)C=C", "symbols": ["C", "C", "C", "O", "C", "C", "H", "H", "H", "H"], "coordinates": [[-2.63711, -0.22075, -0.02690], [-1.66533, 0.55631, -0.25931], [-0.23956, 0.75818, -0.29520], [0.20938, 1.86240, -0.04254], [0.76882, -0.48196, -0.43028], [2.00978, -0.16000, -0.02748], [-3.69418, -0.71677, 0.55682], [0.45096, -1.57192, -0.30756], [2.58960, -0.97218, 0.69684], [2.20765, 0.94669, 0.13560]], "atomic_forces_ev_per_a": [[-0.51, 1.45, 1.74], [-3.65, -4.52, 0.71], [1.83, 0.42, -0.34], [-0.29, -0.74, -0.43], [-0.62, 0.00, 1.64], [0.19, -0.79, 2.98], [3.89, 1.89, -2.49], [-0.05, 1.82, -0.61], [-0.94, 2.10, -2.81], [0.16, -1.63, -0.39]], "nbo_charge": [-0.1533, -0.1378, 0.4702, -0.5126, -0.3171, -0.3285, 0.2986, 0.2246, 0.2206, 0.2352]}

***

{"formula": "C5H4O", "method": "ωB97M-V with the def2-TZVPD basis set", "multiplicity": 1, "total_energy_ev": -7291.9681, "charge": 0, "gap_ev": 8.5, "e_homo_ha": -0.32953, "relative_energy_kcal_mol": 86.25, "symbols": ["C", "C", "C", "C", "C", "O", "H", "H", "H", "H"], "coordinates": [[0.29585, -0.20148, -0.07105], [-0.83170, -0.86107, 0.00092], [1.66215, 0.24860, -0.08604], [1.13047, 1.60450, -0.09698], [-2.02862, -1.39106, 0.06328], [2.71875, -0.24305, 0.15703], [1.21614, 2.13043, 0.81795], [0.61611, 2.23252, -0.93715], [-2.62179, -1.54349, -0.83599], [-2.15736, -1.97592, 0.98803]], "atomic_forces_ev_per_a": [[-0.67, 0.73, 0.13], [1.70, 2.08, -0.44], [-0.86, -0.41, -0.88], [-2.64, -0.26, -1.63], [1.04, -1.02, 0.42], [0.83, -0.26, 0.27], [0.17, 0.48, 0.88], [1.23, -1.84, 1.37], [-0.12, 0.16, 0.39], [-0.68, 0.34, -0.52]], "nbo_charge": [-0.1463, 0.1018, 0.4627, -0.4077, -0.4664, -0.4987, 0.2190, 0.2539, 0.2413, 0.2404]}

***

{"formula": "C5H4O", "method": "ωB97M-V with the def2-TZVPD basis set", "multiplicity": 1, "total_energy_ev": -7295.5183, "charge": 0, "gap_ev": 8.6, "e_homo_ha": -0.34555, "relative_energy_kcal_mol": 4.38, "smiles": "O=C1C=CC=C1", "symbols": ["O", "C", "C", "C", "C", "C", "H", "H", "H", "H"], "coordinates": [[-1.37158, -1.36740, -1.44605], [-0.69447, -0.65336, -0.75449], [-0.75098, -0.60412, 0.75598], [0.23195, 0.20777, 1.19457], [1.00013, 0.74745, -0.00763], [0.38034, 0.33889, -1.12871], [-1.55076, -1.19421, 1.23036], [0.42371, 0.42727, 2.24769], [1.76885, 1.55649, 0.05204], [0.56281, 0.54123, -2.14375]], "atomic_forces_ev_per_a": [[0.19, 0.26, -0.29], [0.15, 0.33, 0.96], [-0.01, -0.03, 0.07], [-0.67, -0.86, -0.19], [-0.75, 1.05, -0.25], [0.28, -0.64, 0.99], [0.77, 0.53, 0.20], [0.15, 0.05, -0.52], [-0.61, -1.12, -0.01], [0.50, 0.42, -0.96]], "nbo_charge": [-0.4780, 0.5193, -0.2988, -0.1855, -0.1708, -0.2999, 0.2344, 0.2253, 0.2280, 0.2260]}

***

{"formula": "C5H4O2", "method": "ωB97M-V with the def2-TZVPD basis set", "multiplicity": 1, "total_energy_ev": -9341.7601, "charge": 0, "gap_ev": 9.2, "e_homo_ha": -0.34179, "relative_energy_kcal_mol": 55.85, "smiles": "C=C/C=C1/OC1=O", "symbols": ["C", "C", "C", "C", "O", "C", "O", "H", "H", "H", "H"], "coordinates": [[-1.51268, -0.76242, -0.36517], [-0.33460, -1.34677, -0.14045], [0.92675, -0.63634, 0.13188], [0.96952, 0.67834, 0.24225], [1.92257, 1.72586, 0.45091], [0.58843, 2.02721, 0.29228], [-0.11197, 2.98233, 0.27141], [-1.64276, 0.31822, -0.34016], [-2.39373, -1.35311, -0.59252], [-0.26189, -2.43100, -0.17096], [1.85038, -1.20232, 0.22053]], "atomic_forces_ev_per_a": [[0.12, -0.10, 0.01], [-0.20, 0.03, -0.06], [0.01, 0.26, 0.00], [-0.14, -0.34, -0.05], [0.11, 0.07, 0.06], [-0.50, 0.51, -0.03], [0.54, -0.56, 0.02], [0.05, -0.17, -0.04], [0.12, 0.05, 0.09], [-0.01, 0.14, -0.01], [-0.12, 0.11, 0.01]], "nbo_charge": [-0.3547, -0.2203, -0.2785, 0.1798, -0.4402, 0.7550, -0.4973, 0.1979, 0.2071, 0.2127, 0.2385]}